Formula: C5H12N2O
Source: the Open Molecules 2025 dataset
Level of theory: wB97M-V/def2-TZVPD

Structure (ORCA input):
```
! RIJCOSX wB97M-V def2-TZVPD def2/J DEFGRID3
* xyz 0 1
C 1.744 -1.761 1.413
C 0.761 -1.213 0.421
C 0.613 -1.993 -0.858
C 0.041 -0.127 0.694
N -0.959 0.407 -0.106
N -1.233 1.757 0.077
C -0.664 2.603 -0.954
O -2.660 1.933 0.016
H 2.743 -1.804 0.978
H 1.467 -2.774 1.702
H 1.781 -1.146 2.306
H 1.486 -2.621 -1.018
H 0.508 -1.333 -1.719
H -0.266 -2.640 -0.822
H 0.166 0.415 1.619
H -1.002 0.063 -1.063
H -1.008 2.323 -1.956
H -0.959 3.631 -0.747
H 0.419 2.512 -0.896
H -2.979 1.768 0.911
*
```

energy relative to the best compared isomer or geometry (same formula, charge and spin) = 89.2 kcal/mol
E = -10404.5579 eV
max |F| = 0.0135 Eh/bohr
orbital gap = 8.75 eV